Below is an isolated molecule of C4H6N2O, with properties calculated with ωB97M-V/def2-TZVPD.

SMILES: Nc1c[nH]c(O)c1
Energy (Ha): -340.74550

Each line ends with the Mulliken charge.
Geometry (Å):
N -2.11501 0.56063 -0.49145  -0.541
C -0.85973 0.07622 -0.12593  0.712
C -0.47665 -1.21904 -0.03023  -0.889
N 0.92557 -1.28162 0.17875  -0.259
C 1.34790 0.03765 0.27418  0.172
O 2.65949 0.26375 0.51717  -0.497
C 0.30924 0.89754 0.11465  -0.488
H -2.85316 -0.10989 -0.32722  0.238
H -2.34271 1.46000 -0.09529  0.239
H -1.03189 -2.14428 -0.08456  0.397
H 1.29999 -1.74006 -0.64650  0.277
H 2.79044 1.22067 0.55726  0.321
H 0.34651 1.97843 0.15915  0.320